[1]
Here is a molecular structure, C46H65BrF3N2O2P3S3ScSi at a distorted geometry from the OMol25 dataset. Energies are from wB97M-V/def2-TZVPD.

ORCA input file:
```
! wB97M-V def2-TZVPD RIJCOSX def2/J DEFGRID3
* xyz 1 1
Sc -0.312 0.746 -0.079
N -1.429 -0.374 -2.886
P 0.163 0.255 -2.744
C 0.301 1.079 -4.363
C 0.704 2.407 -4.456
C 0.731 3.030 -5.693
C 0.369 2.331 -6.832
C -0.016 1.002 -6.741
C -0.046 0.370 -5.514
C 1.092 -1.288 -3.063
C 2.259 -1.295 -3.817
C 2.914 -2.490 -4.061
C 2.417 -3.675 -3.543
C 1.273 -3.664 -2.762
C 0.617 -2.474 -2.515
P -2.421 -0.513 -1.503
C -3.299 -2.065 -1.922
C -3.919 -2.204 -3.161
C -4.584 -3.374 -3.472
C -4.629 -4.415 -2.558
C -3.995 -4.292 -1.334
C -3.334 -3.119 -1.018
C -3.725 0.704 -1.912
C -5.078 0.435 -1.736
C -6.023 1.385 -2.084
C -5.628 2.608 -2.601
C -4.279 2.885 -2.761
C -3.331 1.945 -2.407
H -1.870 -0.302 -3.798
H 0.988 2.951 -3.567
H 1.039 4.062 -5.773
H 0.384 2.818 -7.794
H -0.281 0.457 -7.635
H -0.330 -0.673 -5.447
H 2.634 -0.368 -4.226
H 3.811 -2.502 -4.658
H 2.922 -4.608 -3.745
H 0.891 -4.586 -2.353
H -0.290 -2.457 -1.917
H -3.900 -1.392 -3.874
H -5.081 -3.479 -4.424
H -5.167 -5.320 -2.794
H -4.022 -5.107 -0.627
H -2.857 -3.012 -0.054
H -5.399 -0.515 -1.332
H -7.072 1.155 -1.966
H -6.371 3.337 -2.889
H -3.959 3.835 -3.161
H -2.277 2.187 -2.508
F 0.794 3.532 0.609
C 0.603 2.674 -0.441
F 1.823 2.695 -1.115
F -0.228 3.367 -1.318
C 5.232 2.175 1.001
C 4.635 1.416 2.194
C 3.358 2.153 2.616
C 5.652 1.496 3.342
Si 4.304 -0.451 1.722
Br 2.233 -0.229 0.220
C 3.668 -1.624 3.166
C 2.980 -0.818 4.274
C 4.847 -2.368 3.806
C 2.664 -2.672 2.671
C 5.504 -1.311 0.439
C 5.526 -0.607 -0.923
C 5.064 -2.757 0.174
C 6.932 -1.331 1.004
H 5.358 3.222 1.271
H 4.579 2.132 0.134
H 6.211 1.782 0.739
H 3.598 3.195 2.809
H 2.928 1.747 3.523
H 2.609 2.136 1.830
H 5.831 2.544 3.577
H 6.600 1.045 3.060
H 5.293 1.009 4.243
H 3.667 -0.122 4.742
H 2.627 -1.497 5.050
H 2.126 -0.266 3.897
H 5.612 -1.680 4.156
H 5.299 -3.067 3.110
H 4.485 -2.936 4.662
H 1.869 -2.223 2.086
H 2.215 -3.174 3.525
H 3.142 -3.425 2.055
H 4.551 -0.657 -1.394
H 6.238 -1.117 -1.566
H 5.822 0.430 -0.849
H 4.031 -2.796 -0.160
H 5.181 -3.380 1.055
H 5.684 -3.180 -0.613
H 7.358 -0.333 1.039
H 7.563 -1.945 0.363
H 6.967 -1.753 2.005
C -4.732 -0.544 1.570
C -4.167 -0.625 2.976
C -5.217 -0.387 4.049
O -3.062 0.270 3.153
P -2.851 1.814 2.772
S -1.557 2.513 4.080
S -2.372 1.938 0.781
O -4.324 2.398 2.920
C -4.780 3.688 2.479
C -3.677 4.731 2.502
C -5.419 3.552 1.101
H -5.440 -1.353 1.405
H -3.927 -0.625 0.835
H -5.231 0.412 1.431
H -3.716 -1.617 3.137
H -5.688 0.582 3.911
H -4.750 -0.407 5.031
H -5.970 -1.168 3.999
H -5.554 3.942 3.214
H -2.893 4.460 1.795
H -3.238 4.799 3.495
H -4.080 5.700 2.224
H -4.674 3.283 0.354
H -5.875 4.496 0.815
H -6.190 2.786 1.119
S -0.989 -2.375 3.568
C -0.409 -0.826 3.999
C -0.186 -0.076 2.890
N -0.490 -0.695 1.710
C -0.910 -1.914 1.923
H -0.280 -0.547 5.024
H 0.178 0.943 2.897
H -1.149 -2.599 1.128
*
```

Summary:
Gap between HOMO and LUMO: 0.2601 hartree
LUMO level: -2.848 eV
Energy: -8194.35216 hartree
ΔE to the lowest compared entry with this formula, charge and spin: 62.76 kcal per mole

---

[2]
Here is a molecular structure, C46H68BN7O3SeSr from the OMol25 dataset. Energies are from wB97M-V/def2-TZVPD.

ORCA input file:
```
! wB97M-V def2-TZVPD RIJCOSX def2/J DEFGRID3
* xyz -2 1
Sr 1.297 -1.576 -0.292
C -0.762 5.630 2.238
C -0.251 5.674 0.790
C -1.439 5.919 -0.151
C 0.702 6.864 0.667
C 0.422 4.351 0.433
C -0.289 3.163 0.538
C 0.260 1.935 0.218
Se -0.901 0.404 0.393
C -0.831 0.063 2.288
C -1.778 0.678 3.091
C -1.819 0.464 4.462
C -0.896 -0.450 4.975
C 0.046 -1.126 4.219
C 0.169 -0.817 2.817
O 1.118 -1.269 2.096
C 0.967 -2.131 4.930
C 2.075 -1.358 5.661
C 1.628 -3.162 4.004
C 0.170 -2.944 5.967
C -2.810 1.153 5.397
C -3.690 0.107 6.098
C -2.051 1.959 6.462
C -3.731 2.117 4.648
C 1.600 1.814 -0.262
O 2.147 0.692 -0.552
C 2.332 3.049 -0.378
C 1.731 4.251 -0.035
C 3.758 2.999 -0.931
C 4.654 2.151 -0.017
C 3.740 2.405 -2.348
C 4.398 4.388 -1.029
H -1.256 6.571 2.505
H 0.066 5.461 2.929
H -1.478 4.820 2.380
H -1.953 6.853 0.103
H -2.161 5.104 -0.089
H -1.099 5.978 -1.187
H 0.186 7.783 0.957
H 1.058 6.986 -0.358
H 1.573 6.745 1.316
H -1.320 3.178 0.878
H -2.485 1.341 2.608
H -0.926 -0.647 6.043
H 2.669 -0.788 4.945
H 2.742 -2.043 6.195
H 1.647 -0.656 6.383
H 2.327 -2.708 3.311
H 0.885 -3.686 3.398
H 2.152 -3.900 4.622
H -0.209 -2.334 6.788
H 0.813 -3.713 6.403
H -0.681 -3.436 5.493
H -3.084 -0.596 6.672
H -4.258 -0.466 5.364
H -4.395 0.588 6.786
H -1.420 1.310 7.071
H -2.749 2.478 7.129
H -1.406 2.700 5.988
H -4.325 1.598 3.894
H -3.161 2.901 4.146
H -4.418 2.595 5.352
H 2.311 5.157 -0.143
H 4.253 1.145 0.080
H 4.711 2.600 0.978
H 5.669 2.099 -0.426
H 3.295 1.412 -2.346
H 4.761 2.344 -2.743
H 3.154 3.042 -3.016
H 4.468 4.875 -0.053
H 3.842 5.045 -1.702
H 5.413 4.286 -1.424
C -4.845 -3.415 -1.493
C -3.710 -3.474 -2.463
C -3.483 -4.379 -3.514
C -2.289 -3.971 -4.076
C -1.604 -4.607 -5.233
N -1.840 -2.906 -3.377
N -2.726 -2.600 -2.391
B -0.644 -1.889 -3.300
N 0.800 -2.195 -3.885
N 1.741 -1.973 -2.927
C 2.931 -2.024 -3.491
C 4.178 -1.818 -2.699
C 2.790 -2.268 -4.864
C 1.429 -2.364 -5.077
C 0.825 -2.575 -6.426
N -1.094 -0.485 -3.761
N -0.595 0.551 -3.053
C -1.057 1.657 -3.609
C -0.714 2.995 -3.039
C -1.875 1.339 -4.713
C -1.876 -0.041 -4.770
C -2.646 -0.941 -5.682
H -5.433 -4.333 -1.522
H -4.467 -3.277 -0.480
H -5.513 -2.580 -1.716
H -4.086 -5.215 -3.831
H -2.304 -5.279 -5.734
H -1.286 -3.870 -5.964
H -0.732 -5.191 -4.930
H -0.485 -1.772 -2.132
H 3.965 -1.723 -1.636
H 4.869 -2.653 -2.826
H 4.688 -0.900 -3.004
H 3.559 -2.360 -5.615
H 1.609 -2.424 -7.170
H 0.440 -3.581 -6.565
H 0.032 -1.859 -6.647
H 0.104 2.896 -2.326
H -0.411 3.695 -3.823
H -1.561 3.439 -2.509
H -2.415 2.012 -5.362
H -3.200 -0.342 -6.405
H -2.002 -1.621 -6.243
H -3.355 -1.555 -5.123
N -0.676 -5.384 1.248
C -0.191 -4.453 0.357
O -0.605 -3.304 0.411
C 0.852 -4.934 -0.616
C 2.212 -4.283 -0.327
H -1.154 -4.999 2.046
H -0.126 -6.214 1.389
H 0.492 -4.627 -1.607
H 0.814 -6.043 -0.623
H 2.901 -4.606 -1.119
H 2.595 -4.700 0.620
*
```

Summary:
Gap between HOMO and LUMO: 0.2005 hartree
LUMO level: 4.131 eV
Energy: -4859.90069 hartree
ΔE to the lowest compared entry with this formula, charge and spin: 34.83 kcal per mole

---

[3]
Here is a molecular structure, C46H71MoN4OSSi3 at a distorted geometry from the OMol25 dataset. Energies are from wB97M-V/def2-TZVPD.

ORCA input file:
```
! wB97M-V def2-TZVPD RIJCOSX def2/J DEFGRID3
* xyz -2 4
Mo -0.261 0.646 0.881
O -1.806 -0.637 0.000
N -2.112 -0.548 -1.281
C -2.232 -1.670 -2.010
C -2.707 -1.610 -3.294
C -3.016 -0.366 -3.849
C -2.816 0.774 -3.109
C -2.353 0.702 -1.783
S -2.099 2.026 -0.755
H -1.938 -2.580 -1.507
H -2.827 -2.521 -3.859
H -3.392 -0.299 -4.863
H -3.011 1.756 -3.516
C 2.882 -4.175 1.526
C 1.562 -4.856 1.145
C 0.371 -4.291 1.877
C 1.412 -4.884 -0.355
C 1.437 -6.161 -0.902
C 1.537 -6.397 -2.261
C 1.658 -5.291 -3.075
C 1.599 -3.990 -2.585
C 1.814 -2.909 -3.615
C 3.313 -2.856 -3.925
C 1.046 -3.123 -4.928
C 1.403 -3.702 -1.191
N 1.212 -2.425 -0.685
C 2.145 -1.449 -0.975
C 2.160 -0.076 -1.054
N 1.228 1.034 -1.060
C 1.683 2.050 -1.884
C 1.328 3.442 -1.728
C 2.013 4.456 -2.386
C 3.032 4.231 -3.291
C 3.242 2.910 -3.625
C 2.584 1.849 -3.011
C 2.812 0.548 -3.776
C 4.295 0.158 -3.819
C 2.236 0.706 -5.195
C 0.130 3.970 -0.950
C 0.442 5.201 -0.082
C -0.965 4.385 -1.945
H 3.078 -4.282 2.597
H 2.853 -3.115 1.278
H 3.709 -4.630 0.974
H 1.647 -5.903 1.461
H 0.540 -4.313 2.945
H 0.167 -3.271 1.555
H -0.497 -4.909 1.675
H 1.410 -7.009 -0.223
H 1.581 -7.403 -2.661
H 1.804 -5.438 -4.141
H 1.494 -1.959 -3.185
H 3.628 -3.809 -4.360
H 3.894 -2.693 -3.017
H 3.548 -2.066 -4.634
H 1.574 -3.814 -5.590
H 0.933 -2.174 -5.459
H 0.054 -3.530 -4.741
H 3.168 -1.835 -1.115
H 3.186 0.269 -1.203
H 1.724 5.481 -2.187
H 3.564 5.043 -3.773
H 3.922 2.694 -4.440
H 2.276 -0.259 -3.294
H 4.881 0.883 -4.390
H 4.437 -0.818 -4.282
H 4.704 0.115 -2.809
H 2.732 1.508 -5.746
H 1.172 0.951 -5.137
H 2.342 -0.211 -5.780
H -0.265 3.173 -0.328
H 0.434 6.115 -0.680
H 1.420 5.121 0.392
H -0.315 5.311 0.699
H -0.599 5.199 -2.577
H -1.864 4.720 -1.418
H -1.245 3.546 -2.582
C -2.290 -0.609 5.690
Si -1.122 -0.005 4.305
C -0.293 1.536 5.083
C 0.302 -1.216 4.653
C -1.925 0.344 2.616
Si -3.388 -0.720 1.981
C -4.504 -1.126 3.496
C -3.529 -2.447 1.162
C -4.676 0.306 1.022
Si -2.538 2.108 2.751
C -3.368 2.443 4.444
C -3.746 3.229 1.806
C -0.883 3.059 2.581
C -0.620 4.236 3.275
C 0.656 4.764 3.326
C 1.649 4.105 2.618
C 1.320 2.999 1.864
N 0.089 2.453 1.853
H -1.764 -0.543 6.648
H -2.549 -1.656 5.523
H -3.225 -0.058 5.774
H 0.008 1.284 6.104
H -0.906 2.432 5.129
H 0.610 1.795 4.523
H 0.832 -1.549 3.779
H -0.054 -2.097 5.191
H 1.026 -0.701 5.290
H -4.097 -1.928 4.114
H -5.477 -1.463 3.119
H -4.675 -0.262 4.141
H -3.860 -3.197 1.886
H -2.621 -2.808 0.688
H -4.296 -2.371 0.386
H -5.295 0.881 1.716
H -5.339 -0.369 0.472
H -4.243 1.007 0.308
H -4.418 2.151 4.351
H -3.343 3.508 4.702
H -2.944 1.892 5.278
H -4.781 2.946 1.995
H -3.602 3.279 0.731
H -3.586 4.231 2.221
H -1.428 4.696 3.832
H 0.876 5.660 3.895
H 2.673 4.454 2.622
H 2.051 2.512 1.235
C 1.536 0.120 2.023
H 1.565 0.501 3.050
H 2.460 0.439 1.532
H 1.601 -0.965 2.091
*
```

Summary:
Gap between HOMO and LUMO (alpha / beta): 0.1564 / 0.1595 hartree
LUMO level (alpha / beta): 4.161 / 4.159 eV
Energy: -3424.48685 hartree
ΔE to the lowest compared entry with this formula, charge and spin: 0.00 kcal per mole